{"formula": "C6H6OS2", "method": "wB97M-V/def2-TZVPD", "max_force_ev_per_a": 3.84, "homo_lumo_gap_ev": [8.5, 8.5], "molar_mass_g_mol": 158.2, "symbols": ["C", "C", "C", "C", "C", "C", "O", "S", "S", "H", "H", "H", "H", "H", "H"], "coordinates": [[3.15455, 1.46850, 0.57713], [2.01424, 1.10402, 0.35721], [-0.16170, 1.29104, -0.41573], [0.76584, 0.48841, 0.03195], [0.39523, -0.99593, 0.21642], [-1.04249, -1.34181, -0.26027], [-2.93937, 0.13184, -1.43795], [-2.91052, 0.13361, 1.47402], [-2.09710, 0.12193, -0.26595], [3.94167, 2.10574, 0.55549], [-0.18369, 2.27676, -0.85067], [1.11307, -1.76859, -0.27793], [0.46423, -1.20453, 1.34423], [-1.08140, -1.46878, -1.33389], [-1.43257, -2.34222, 0.28598]], "atomic_forces_ev_per_a": [[-3.6, -1.0, -0.7], [1.9, -0.9, 0.1], [-3.4, -1.1, -0.5], [-0.3, -0.6, -0.1], [0.6, -1.4, 1.6], [0.4, -1.4, 0.4], [0.1, 0.3, -0.3], [0.1, 0.7, -0.1], [2.2, 0.0, 1.3], [2.2, 1.2, 0.3], [-0.1, 0.2, 0.5], [-0.9, 1.8, 0.7], [-0.1, 0.2, -1.5], [0.5, -0.7, -0.4], [0.5, 2.8, -1.2]], "nbo_charge": [-0.170, -0.024, -0.180, -0.155, -0.424, -0.640, -0.903, -0.423, 1.457, 0.225, 0.236, 0.251, 0.240, 0.235, 0.277]}

{"formula": "C10H36BaBeN3O12S3", "method": "wB97M-V/def2-TZVPD", "max_force_ev_per_a": 11.15, "homo_lumo_gap_ev": 1.7, "total_charge": 5, "molar_mass_g_mol": 632.9, "symbols": ["Ba", "Be", "N", "H", "H", "H", "H", "N", "H", "H", "H", "H", "N", "H", "H", "H", "H", "C", "O", "O", "O", "O", "S", "O", "O", "C", "C", "C", "H", "H", "H", "H", "H", "H", "H", "H", "O", "S", "O", "O", "C", "C", "C", "H", "H", "H", "H", "H", "H", "H", "H", "O", "S", "O", "O", "C", "C", "C", "H", "H", "H", "H", "H", "H", "H", "H"], "coordinates": [[2.53439, 2.68310, 3.06782], [1.64651, 5.43081, 0.73779], [-1.85842, 2.75058, 3.96783], [-1.21851, 3.49511, 4.20509], [-1.23775, 2.30044, 3.31038], [-2.61545, 3.26582, 3.54178], [-2.25067, 2.08906, 4.62253], [-3.90928, 1.83997, 0.99054], [-4.23029, 2.79362, 1.07783], [-4.27116, 1.46795, 0.12408], [-4.13007, 1.25281, 1.78211], [-2.90210, 1.89797, 0.94240], [-2.31111, 4.52194, -0.25525], [-1.87681, 3.72422, 0.18649], [-2.74878, 4.21061, -1.11059], [-1.70506, 5.28078, -0.53268], [-2.95366, 4.91993, 0.41471], [-0.17640, 2.44432, 1.14169], [0.15303, 1.90570, 2.16933], [-1.38444, 2.36204, 0.72565], [0.59558, 3.19937, 0.67488], [-3.69998, -0.86087, -3.28955], [-3.33167, -0.63197, -1.89300], [-4.27992, 0.00301, -1.01721], [-2.86474, -2.06692, -1.21778], [-2.05973, -2.93846, -1.99358], [-1.50275, -4.17409, -1.13198], [-1.73357, 0.09750, -1.76798], [-1.08992, -2.53439, -2.28392], [-2.52499, -3.23645, -2.93318], [-0.85927, -4.81602, -1.73362], [-2.32894, -4.83293, -0.86467], [-0.89951, -3.91929, -0.26061], [-1.17471, -0.27742, -2.62542], [-1.41267, -0.15249, -0.75673], [-1.85426, 1.16240, -1.96674], [2.64692, -0.10556, 3.64737], [2.60781, -1.54362, 3.23224], [3.65911, -2.42606, 3.78600], [1.08736, -2.26658, 3.50668], [-0.04040, -1.49462, 3.39615], [-0.61684, -1.64655, 1.93954], [2.55203, -1.52068, 1.41280], [0.06616, -0.46836, 3.74760], [-0.85139, -1.81931, 4.04804], [-0.42219, -2.59413, 1.43722], [-0.08577, -0.94001, 1.30167], [-1.69907, -1.51741, 1.92553], [1.76290, -0.88465, 1.01177], [2.51618, -2.56822, 1.11366], [3.59396, -1.30803, 1.17350], [1.66212, -0.82114, -3.62204], [2.04643, -0.66287, -2.21867], [1.14949, -1.10710, -1.12732], [3.55766, -1.48289, -2.12127], [4.59114, -1.15206, -3.08137], [4.54515, -2.32313, -4.12734], [2.58314, 1.01418, -1.83328], [5.58751, -1.07270, -2.64657], [4.37526, -0.16306, -3.48558], [4.94222, -1.97262, -5.08001], [3.51878, -2.62804, -4.33153], [5.07532, -3.21364, -3.78966], [1.73608, 1.56772, -1.42808], [2.93709, 1.50339, -2.74075], [3.38294, 0.95999, -1.09471]], "atomic_forces_ev_per_a": [[0.2, -1.7, 0.3], [-0.3, -0.5, -0.4], [-0.1, 1.0, -0.7], [-0.1, 0.3, 2.0], [0.3, -1.5, -1.6], [-0.5, -0.2, -0.4], [0.3, 0.1, 1.2], [-0.5, 0.7, 0.4], [-0.8, 0.1, 0.5], [-0.5, -1.0, -0.7], [-0.8, -0.2, 0.2], [1.6, -0.3, -0.3], [-0.9, 2.0, -0.7], [1.6, -1.8, 0.5], [-0.7, 0.0, -0.4], [0.6, 0.2, -0.1], [-0.8, 0.4, -0.2], [-5.7, -1.2, 0.8], [1.3, -3.8, 6.5], [-0.9, -0.2, -0.6], [6.7, 7.1, -5.4], [1.0, 0.5, 2.9], [-1.4, -1.5, -3.7], [0.8, -0.3, 0.4], [0.2, 0.2, -0.1], [-0.2, -2.2, 1.3], [-0.1, 0.6, -0.8], [-0.3, 0.7, -0.3], [0.8, 0.9, -0.1], [-0.4, 0.2, -0.1], [0.0, 0.4, -0.5], [-0.6, 0.1, 0.3], [-0.4, 0.3, 0.1], [0.3, -0.4, 0.4], [0.5, 0.2, -0.3], [-0.1, 0.1, 0.3], [-0.7, -0.5, -0.6], [0.9, -2.2, 1.0], [-3.5, 2.6, -1.8], [3.9, 0.6, 0.9], [-2.9, 0.2, -1.5], [0.6, 0.8, 0.3], [1.3, -0.9, 1.3], [0.6, 0.3, -0.5], [0.5, -0.9, 0.4], [0.1, -0.3, 0.8], [-0.6, 0.4, -0.2], [0.0, 0.3, -0.1], [0.5, -0.2, 0.2], [-0.7, 0.0, 0.0], [0.0, 0.8, -0.3], [0.3, 0.4, 2.7], [-0.1, -0.9, -0.8], [2.2, 0.5, -2.3], [-1.1, 0.7, 0.6], [-1.5, 0.3, -0.8], [-0.3, -0.7, 0.0], [0.0, -0.2, -0.2], [0.1, -0.6, 0.6], [0.0, -0.2, -0.4], [0.6, 0.4, 0.0], [-0.1, 0.3, 0.3], [0.2, 0.2, 0.0], [-0.1, -0.2, -0.1], [0.0, -0.1, 0.0], [0.0, -0.2, 0.0]], "mulliken_charge": [1.828, 0.861, -0.205, 0.407, 0.018, 0.335, 0.398, -0.210, 0.404, 0.384, 0.415, 0.223, -0.231, 0.087, 0.386, 0.363, 0.407, 0.683, -0.966, -0.909, -0.793, -0.521, 1.168, -0.732, -0.190, 0.130, -1.021, -0.785, 0.057, 0.477, 0.448, 0.380, 0.134, 0.450, 0.041, 0.423, -0.594, 1.034, -0.470, -0.311, -0.461, -0.303, -0.585, 0.173, 0.417, 0.284, -0.477, 0.518, -0.270, 0.437, 0.564, -0.565, 1.156, -0.280, -0.251, -0.185, -0.950, -0.901, 0.402, 0.262, 0.362, 0.316, 0.365, 0.106, 0.512, 0.353]}